Molecular formula: C20H17NO5S
Method: DFT, the ωB97M-V functional and the def2-TZVPD basis

Values from the calculation:
- HOMO level (eV) = -9.3
- frontier orbital gap (eV) = 7.416
- energy relative to the best compared isomer or geometry (same formula, charge and spin) (kJ/mol) = 659.7
- structure (SMILES) = CCc1ccc(S(=O)(=O)Oc2cccc3c2C(=O)C=C(N2CC2)C3=O)cc1
- calculated total energy (a.u.) = -1601.2786

```
! RIJCOSX wB97M-V def2-TZVPD def2/J DEFGRID3
* xyz 0 1
O -2.737 -4.452 0.119
O -0.727 0.601 0.116
O 1.872 -1.545 -1.360
O 2.535 -0.370 -3.234
O 0.211 0.100 -2.597
C -2.319 -3.227 0.128
C -1.031 -0.594 0.066
C -1.370 -1.271 1.318
C -2.016 -2.491 1.384
C -1.633 -2.846 -3.517
C -0.960 -1.605 -3.613
C -2.130 -3.357 -2.292
C 2.096 3.599 -0.732
C 2.435 2.276 1.255
C 2.138 2.396 -1.503
C 2.277 1.096 0.552
C -0.669 -0.965 -2.424
C -1.814 -2.666 -1.080
C -1.117 -1.427 -1.163
C 2.292 3.528 0.608
C 2.151 1.083 -0.907
N -2.243 -3.054 2.678
C 3.041 5.885 0.773
C 2.246 4.786 1.450
C -2.704 -4.366 3.188
C -3.620 -3.114 3.146
S 1.697 -0.264 -1.985
H -1.178 -0.663 2.169
H -1.810 -3.449 -4.396
H -0.699 -1.221 -4.648
H -2.736 -4.306 -2.368
H 1.684 4.451 -1.322
H 2.697 2.186 2.286
H 1.910 2.396 -2.499
H 2.170 0.216 1.191
H 4.133 5.637 0.650
H 3.056 6.742 1.517
H 2.536 6.199 -0.177
H 1.240 5.273 1.568
H 2.645 4.490 2.430
H -2.742 -5.238 2.487
H -2.404 -4.635 4.253
H -4.500 -3.244 2.445
H -3.903 -2.566 4.040
*
```

Atom charges from the Löwdin analysis, given in e for atoms 1 to 6: number 1, O, carries 0.0516; number 2, O, carries 0.0984; number 3, O, carries -0.2503; number 4, O, carries -0.3082; number 5, O, carries -0.1522; number 6, C, carries -0.2247